(1)
DFT (ωB97M-V with the def2-TZVPD basis set) results for a structure of composition C27H23N6O4Tl.

```
61
Properties=species:S:1:pos:R:3:nbo_charge:R:1
Tl -1.53 -0.39 -0.18 0.76
O -5.15 -3.78 -0.20 -0.68
C -3.94 -3.29 0.10 0.75
O -3.75 -2.49 0.97 -0.53
C -2.86 -3.87 -0.76 0.08
C -3.09 -5.01 -1.53 -0.18
C -2.06 -5.49 -2.31 -0.17
C -0.83 -4.86 -2.28 -0.21
C -0.68 -3.74 -1.45 0.07
N -1.69 -3.25 -0.74 -0.36
C 0.62 -3.00 -1.28 0.77
O 1.74 -3.61 -1.71 -0.65
O 0.70 -1.92 -0.77 -0.52
H -5.80 -3.37 0.38 0.51
H -4.05 -5.50 -1.50 0.25
H -2.20 -6.36 -2.94 0.23
H -0.03 -5.22 -2.91 0.21
H 1.56 -4.49 -2.06 0.48
C 4.70 3.85 -2.51 -0.62
C 3.61 3.13 -1.76 -0.09
C 3.34 3.42 -0.42 -0.19
C 2.31 2.79 0.24 -0.26
C 1.45 1.84 -0.37 0.18
N 0.44 1.25 0.33 -0.72
C -0.14 1.94 1.37 0.15
C -0.51 3.30 1.24 -0.24
C -1.17 3.99 2.24 -0.20
C -1.52 3.37 3.44 -0.07
C -2.29 4.10 4.51 -0.62
C -1.17 2.04 3.59 -0.22
C -0.50 1.33 2.60 0.12
N -0.14 -0.01 2.89 -0.16
C 0.33 -0.49 4.06 -0.03
C 0.46 -1.85 3.93 -0.35
C 0.05 -2.12 2.62 -0.03
N -0.30 -1.00 2.00 -0.29
C 1.79 1.50 -1.70 0.12
C 2.83 2.16 -2.36 -0.21
N 1.10 0.52 -2.47 -0.16
C 1.67 -0.29 -3.39 -0.03
C 0.66 -1.00 -4.00 -0.37
C -0.50 -0.55 -3.36 -0.07
N -0.22 0.37 -2.44 -0.28
H 4.93 4.81 -2.04 0.21
H 4.41 4.04 -3.54 0.21
H 5.63 3.26 -2.53 0.21
H 3.95 4.14 0.10 0.20
H 2.14 3.02 1.29 0.21
H -0.28 3.80 0.31 0.22
H -1.43 5.03 2.08 0.20
H -2.30 5.17 4.30 0.21
H -1.86 3.94 5.49 0.21
H -3.33 3.76 4.54 0.21
H -1.44 1.52 4.50 0.21
H 0.53 0.16 4.90 0.22
H 0.81 -2.55 4.67 0.23
H 0.01 -3.06 2.10 0.20
H 3.02 1.92 -3.40 0.20
H 2.74 -0.33 -3.55 0.23
H 0.75 -1.73 -4.78 0.22
H -1.53 -0.85 -3.54 0.21
```

Computed properties:
HOMO-LUMO gap: 5.0 eV
energy above the lowest of the compared OMol25 structures with the same formula, charge and spin: 0.0 kJ/mol
LUMO level: -0.76 eV
charge: 0
electronic energy: -1844.68235 Eh

(2)
DFT (ωB97M-V with the def2-TZVPD basis set) results for a cluster of 2 separate species, C2H6OS in total in a non-equilibrium geometry.

```
10
Properties=species:S:1:pos:R:3:nbo_charge:R:1
S 3.34 1.58 0.60 -0.40
H 3.57 0.29 0.20 0.15
H 2.14 1.52 0.03 0.22
O 0.33 0.36 -0.75 -0.79
C -0.44 -0.30 -0.06 0.03
C -1.87 -0.63 -0.24 -0.68
H -0.06 -0.67 0.93 0.02
H -2.18 -1.61 -0.66 0.15
H -2.37 0.00 -0.88 0.17
H -2.46 -0.55 0.81 0.13
```

Computed properties:
HOMO-LUMO gap (spin up / spin down): 2.9 / 6.8 eV
2S+1: 2
energy above the lowest of the compared OMol25 structures with the same formula, charge and spin: 57.5 kJ/mol
LUMO level (spin up / spin down): 3.68 / 3.57 eV
charge: -1
electronic energy: -553.15498 Eh

(3)
DFT (ωB97M-V with the def2-TZVPD basis set) results for a structure of composition C4H8INO2 in a non-equilibrium geometry.

```
16
Properties=species:S:1:pos:R:3:nbo_charge:R:1
C -0.47 0.81 0.35 0.53
C -3.23 1.36 -0.40 -0.36
C 0.10 -1.57 0.13 -0.45
C 2.60 0.23 -0.41 -0.26
N 0.42 -0.17 0.34 -0.12
O -1.69 0.60 0.12 -0.56
O 1.72 0.13 0.71 -0.35
I -4.55 -0.26 -0.08 0.03
H -0.07 1.81 0.55 0.17
H -3.37 2.03 0.46 0.11
H 0.30 -1.88 -0.89 0.21
H 0.69 -2.17 0.82 0.22
H -0.96 -1.70 0.34 0.25
H 2.31 1.06 -1.06 0.18
H 2.61 -0.70 -0.98 0.18
H 3.58 0.43 0.02 0.21
```

Computed properties:
HOMO-LUMO gap: 7.7 eV
energy above the lowest of the compared OMol25 structures with the same formula, charge and spin: 619.6 kJ/mol
LUMO level: 0.50 eV
charge: 0
electronic energy: -659.93027 Eh

(4)
DFT (ωB97M-V with the def2-TZVPD basis set) results for a cluster of 3 separate species, C38H72ClF2N5O8Si in total in a non-equilibrium geometry.

```
127
Properties=species:S:1:pos:R:3:lowdin_charge:R:1
C 1.06 -3.20 2.61 -0.06
C 0.77 -3.47 1.08 -0.22
O -0.63 -3.39 0.75 -0.05
C -1.10 -2.07 0.87 -0.43
O -0.52 -1.24 0.21 0.09
C -2.34 -1.73 1.76 -0.07
C -3.31 -0.78 0.95 -0.18
C -3.47 0.67 1.59 -0.12
C -4.29 1.51 0.55 -0.17
C -5.84 1.29 0.38 -0.21
C -6.79 1.23 1.64 -0.08
C -7.25 -0.25 2.01 -0.63
N -8.22 -0.05 3.17 0.04
N -7.98 -0.92 0.93 0.08
N -6.11 -1.02 2.54 0.08
O -6.16 2.33 -0.58 0.02
C -5.16 3.31 -0.69 -0.38
O -5.24 4.17 -1.52 0.16
C -4.05 3.08 0.45 -0.16
C -4.48 3.90 1.75 -0.10
C -5.42 5.13 1.46 -0.22
C -6.97 4.81 1.57 -0.54
Cl -7.47 4.22 3.22 0.54
C -2.63 3.50 -0.11 -0.36
F -2.69 4.86 -0.51 0.04
F -2.34 2.80 -1.30 0.06
C -1.46 3.42 0.94 -0.14
C -0.27 2.44 0.56 -0.23
Si 0.83 2.08 2.07 0.60
C 1.66 0.35 1.93 -0.17
C -0.16 2.01 3.73 -0.19
C 2.29 3.31 2.25 -0.24
C 2.73 3.57 3.65 -0.09
C 3.86 4.45 3.92 -0.09
C 4.58 5.07 2.81 -0.09
C 4.12 4.82 1.44 -0.08
C 2.98 3.94 1.13 -0.07
H 1.97 -2.57 2.71 0.07
H 0.19 -2.75 3.16 0.07
H 1.21 -4.21 3.09 0.08
H 1.08 -4.53 0.84 0.12
H 1.43 -2.82 0.46 0.10
H -2.07 -1.35 2.78 0.12
H -2.88 -2.70 1.93 0.12
H -2.88 -0.62 -0.08 0.12
H -4.30 -1.28 0.78 0.10
H -2.42 1.03 1.76 0.09
H -3.96 0.61 2.60 0.11
H -3.91 1.17 -0.46 0.15
H -5.96 0.27 -0.08 0.15
H -6.36 1.66 2.58 0.08
H -7.75 1.77 1.40 0.13
H -7.70 0.56 3.82 0.06
H -8.19 -0.96 3.66 0.07
H -8.94 -0.57 0.96 0.09
H -8.07 -1.91 1.21 0.08
H -6.39 -1.94 2.90 0.08
H -5.65 -0.45 3.25 0.07
H -5.00 3.25 2.50 0.09
H -3.58 4.31 2.30 0.12
H -5.17 5.70 0.52 0.12
H -5.23 5.87 2.30 0.11
H -7.31 4.14 0.75 0.07
H -7.50 5.79 1.41 0.08
H -1.91 3.09 1.91 0.08
H -1.01 4.44 1.05 0.14
H 0.31 2.88 -0.30 0.09
H -0.71 1.48 0.16 0.08
H 0.94 -0.45 2.22 0.01
H 2.53 0.40 2.64 0.05
H 2.06 0.23 0.89 0.03
H -0.38 3.06 4.07 0.04
H 0.49 1.51 4.49 0.04
H -1.12 1.44 3.56 0.02
H 2.20 3.08 4.50 0.08
H 4.17 4.59 4.98 0.09
H 5.45 5.71 3.06 0.09
H 4.72 5.32 0.63 0.09
H 2.66 3.73 0.08 0.09
C -0.53 -1.20 -4.73 -0.11
O 0.79 -1.61 -5.02 -0.20
C 1.37 -0.95 -6.14 -0.21
C 2.44 0.05 -5.71 -0.21
N 1.86 1.20 -5.03 -0.05
C 2.83 2.04 -4.32 -0.19
C 3.67 1.39 -3.22 -0.22
O 2.94 1.03 -2.06 -0.19
C 2.23 -0.20 -2.15 -0.09
H -0.96 -1.92 -4.02 0.09
H -0.55 -0.21 -4.25 0.07
H -1.16 -1.19 -5.63 0.09
H 0.61 -0.47 -6.77 0.12
H 1.85 -1.72 -6.75 0.12
H 2.99 0.39 -6.59 0.12
H 3.14 -0.49 -5.06 0.10
H 1.18 0.87 -4.35 0.06
H 2.27 2.86 -3.87 0.12
H 3.50 2.49 -5.06 0.12
H 4.39 2.14 -2.88 0.12
H 4.27 0.54 -3.58 0.11
H 2.77 -0.94 -2.76 0.08
H 1.23 -0.03 -2.55 0.07
H 2.11 -0.60 -1.15 0.06
C 8.26 -5.93 -0.81 -0.11
O 7.73 -4.69 -0.36 -0.19
C 7.60 -3.71 -1.38 -0.21
C 6.13 -3.48 -1.73 -0.21
N 5.57 -4.63 -2.44 -0.05
C 4.11 -4.61 -2.55 -0.19
C 3.28 -4.58 -1.25 -0.23
O 3.34 -5.78 -0.49 -0.18
C 4.50 -5.92 0.32 -0.09
H 8.55 -6.51 0.06 0.09
H 7.51 -6.49 -1.37 0.07
H 9.15 -5.77 -1.43 0.09
H 8.19 -3.95 -2.26 0.12
H 7.99 -2.78 -0.96 0.12
H 6.05 -2.60 -2.37 0.12
H 5.60 -3.28 -0.80 0.10
H 5.83 -5.48 -1.95 0.06
H 3.82 -5.51 -3.10 0.12
H 3.81 -3.76 -3.17 0.11
H 2.23 -4.48 -1.54 0.12
H 3.51 -3.71 -0.62 0.10
H 4.84 -4.96 0.72 0.09
H 5.30 -6.41 -0.23 0.07
H 4.24 -6.56 1.17 0.09
```

Computed properties:
HOMO-LUMO gap: 8.9 eV
energy above the lowest of the compared OMol25 structures with the same formula, charge and spin: 330.2 kJ/mol
SMILES: CCOC(=O)CCC[C@H]1[C@@H](CC(N)(N)N)OC(=O)[C@]1(CCCCl)C(F)(F)CC[Si](C)(C)c1ccccc1.COCCNCCOC.COCCNCCOC
LUMO level: 0.25 eV
charge: 0
electronic energy: -3316.10491 Eh

> electronic energy of number 4 (C38H72ClF2N5O8Si)?

-3316.10491 Eh